A 8-piece molecular cluster, C46H83N9O11S overall at a distorted geometry, computed with ωB97M-V/def2-TZVPD.

XYZ file:
```
150
Properties=species:S:1:pos:R:3:forces:R:3
S -2.9378 -0.1455 -0.5610 0.4 0.5 0.4
O -2.0193 7.2123 0.7092 0.1 0.0 0.1
O -1.7170 -3.6316 -1.5690 0.0 0.1 -0.1
O -2.1692 2.7136 -5.3660 0.2 0.1 0.0
O 3.9048 -6.9017 -0.0682 0.0 -0.2 0.1
O -7.7138 1.4255 1.1518 -0.4 0.0 -0.7
O 2.6374 5.0379 -1.7269 1.9 -0.4 -0.9
O 2.8107 5.4846 -3.8981 0.3 -0.7 0.2
O 1.2445 -4.3210 -5.9764 0.0 0.0 0.1
O 3.0022 -2.8456 1.2820 0.7 0.5 -0.3
O 3.8439 -2.6780 4.5991 -0.1 -0.1 -0.1
O -1.5457 -4.5592 3.9321 0.0 0.1 0.2
N -0.2530 8.6567 0.7297 -0.2 0.0 -0.3
N -2.7050 -3.6441 -3.6273 0.0 -0.4 0.4
N 2.4737 -4.3595 5.3117 0.4 0.2 0.3
N -2.0067 2.6247 -1.3030 0.0 -1.5 1.3
N 4.3676 -7.2879 2.1342 0.1 0.3 -0.1
N -1.4731 4.7366 -4.5689 -0.4 -0.1 0.0
N 2.0944 -5.2435 -4.0693 0.2 -0.1 -0.5
N 4.9325 -0.4195 1.3058 -0.7 0.2 -0.1
N -2.1431 -2.5416 4.8214 -0.2 -0.2 -0.3
C -2.2731 -2.2874 -3.9063 0.1 0.1 0.2
C 4.3013 -6.5241 1.0174 0.0 0.0 0.1
C -4.6261 1.3859 1.2517 0.9 1.3 -0.5
C -1.8279 6.0739 -4.1402 0.3 -0.2 -0.1
C -4.9992 2.6842 1.7979 1.0 0.3 -0.8
C -3.3972 3.9132 0.3063 -1.3 -1.4 1.3
C -4.4019 3.9539 1.3682 0.6 -2.8 -1.1
C -7.3535 0.4816 0.1378 1.0 0.0 -1.0
C 1.2923 -0.1316 -0.7289 -0.2 0.2 -0.2
C -1.1696 0.2800 -0.7408 0.9 1.3 0.1
C -3.5923 1.3721 0.2215 0.3 1.8 0.0
C 1.7238 -4.3871 4.0658 0.3 0.0 -0.1
C -3.0013 2.6171 -0.2589 -1.2 1.3 1.2
C 2.4699 -1.1604 -0.5120 -1.3 -0.2 0.1
C 3.1040 4.7129 -3.0250 -0.3 0.3 -0.4
C 0.4292 2.1842 -1.2631 -0.6 -2.6 0.7
C -8.0483 2.6719 0.5332 0.0 0.8 -0.5
C 3.1346 -6.0289 -3.4351 -0.2 0.1 0.1
C -0.0856 -0.6532 -0.5373 0.3 2.9 -0.7
C -1.3352 8.0637 0.1735 0.1 0.1 0.0
C -3.4799 -4.3618 -4.6183 0.1 0.3 0.0
C -5.2531 0.0261 1.6906 0.4 0.4 -0.4
C 3.9398 -8.6730 2.0637 -0.1 0.1 -0.3
C -2.4040 3.8452 -4.9947 0.0 0.0 0.0
C 0.1485 8.2680 2.0698 -0.2 -0.2 0.0
C 3.3105 5.9684 0.4059 -0.4 -1.0 -1.1
C 2.6122 -1.4848 1.0298 -0.4 0.9 0.3
C -1.1946 -2.6515 5.9141 0.0 -0.3 -0.2
C 1.5630 1.2416 -1.0959 -1.8 0.2 0.5
C -0.0776 4.3362 -4.5424 -0.2 -0.2 -0.1
C -2.2190 -3.5457 3.9146 0.0 0.1 0.0
C 3.0491 2.1303 -2.9321 0.2 0.0 0.7
C 3.9113 3.3910 -3.3119 -0.5 -0.1 -0.4
C 3.8338 5.4035 -0.9756 -0.3 0.4 1.6
C 2.1097 -5.2808 6.3691 -0.1 0.1 -0.2
C -6.2216 -0.5265 0.5710 0.0 0.0 0.1
C 4.8516 -6.7641 3.3958 -0.1 -0.3 -0.1
C -0.9236 1.6975 -1.0905 2.0 -0.6 -0.3
C 0.5163 9.6661 0.0299 0.0 -0.1 0.3
C 3.5299 -0.4816 1.8120 -0.1 -0.4 0.9
C 2.0919 -4.9740 -5.3942 0.0 0.0 0.2
C -2.3634 -4.1897 -2.4390 -0.1 0.0 -0.2
C -2.9802 -1.3609 4.7336 0.2 -0.1 0.2
C 1.0206 -4.7315 -3.2403 -0.1 0.1 -0.2
C 2.9759 1.8567 -1.3559 -0.9 -0.1 -0.8
C 3.4883 -3.4758 5.4480 -0.2 -0.2 0.0
H -8.7254 2.5293 -0.3588 0.4 0.1 1.0
H -2.8981 -4.4415 -5.5394 -0.1 -0.1 0.0
H -3.6389 -1.4164 3.8679 0.1 -0.1 0.0
H -4.7372 4.8883 1.8710 0.5 -0.8 -0.7
H 3.4326 1.1736 -3.3809 -0.1 1.1 0.1
H 3.0705 2.8143 -0.7790 -0.2 -0.9 -0.5
H 3.6005 -0.8694 2.8711 -0.3 0.3 -1.0
H -0.6721 8.4630 2.7629 0.1 -0.1 0.1
H 5.1351 -5.7162 3.2976 -0.1 0.0 -0.1
H 0.5002 10.5939 0.6064 0.1 0.1 -0.1
H -7.1292 3.1985 0.1416 -0.6 -0.6 0.4
H 1.2742 -3.4079 3.8962 0.0 -0.1 -0.2
H 4.4638 4.4826 -0.8621 -0.4 0.9 0.1
H 0.9443 -5.1454 4.1066 0.0 0.1 0.1
H 5.7227 -7.3417 3.7143 0.0 0.1 0.1
H -2.9694 -3.3622 3.1283 0.0 0.1 0.0
H -4.4036 -3.8134 -4.8178 0.0 -0.1 -0.1
H -6.9368 1.0750 -0.7306 -0.4 -0.6 0.8
H 5.1838 0.5515 1.1217 0.0 -0.5 -0.2
H -6.6543 -1.5303 0.8437 0.4 1.0 0.0
H 4.6485 -5.4902 1.1798 0.0 0.0 0.1
H -5.7753 2.7348 2.5931 0.6 -0.2 -0.7
H 2.9538 -5.4115 -5.9259 0.0 0.0 0.1
H 1.5480 9.3223 -0.0762 0.0 0.2 -0.1
H 0.1001 9.8542 -0.9594 0.0 -0.1 0.1
H 3.8227 1.1887 -1.0670 -0.8 0.5 -0.1
H -5.5977 -0.7131 -0.3491 -0.6 0.1 0.9
H -1.3157 6.8022 -4.7737 -0.1 0.1 0.1
H 4.9340 3.4023 -2.8604 -0.9 0.0 -0.1
H 1.5784 -1.3700 1.4657 0.9 -0.2 -0.4
H -2.6798 -1.6252 -3.1404 0.1 0.2 -0.1
H -3.7286 -5.3628 -4.2658 0.1 0.1 0.1
H 4.0627 -6.8515 4.1475 0.1 0.1 0.1
H -3.5864 -1.2822 5.6394 -0.1 0.1 -0.1
H -2.9540 4.8849 -0.0073 -0.2 -1.0 0.1
H 1.0727 -5.1004 6.6612 0.0 -0.2 0.1
H -5.7412 0.1147 2.6937 0.2 0.1 -1.0
H 2.7537 -5.1477 7.2386 0.0 0.0 -0.1
H 1.0297 8.8279 2.3793 -0.1 0.0 -0.1
H -2.7324 -5.2216 -2.3130 0.0 0.0 -0.1
H 4.0497 3.3736 -4.4266 -0.1 0.3 1.1
H 4.0510 -9.1544 3.0342 0.0 0.1 0.0
H 1.0052 -3.6414 -3.3064 -0.2 0.0 0.1
H 3.9109 -2.8572 1.6389 -0.6 0.1 -0.1
H 2.0246 2.2852 -3.3698 0.9 -0.2 0.6
H -8.5216 3.3857 1.2640 0.3 -1.1 -0.5
H 5.0326 -0.9745 0.4551 0.0 0.4 0.2
H 2.7153 6.8856 0.1643 0.7 -0.6 0.5
H 2.6834 -6.9068 -2.9686 0.2 0.0 0.1
H 3.6203 -5.4203 -2.6698 0.1 -0.2 0.1
H -2.9038 6.2318 -4.2136 0.0 -0.1 0.0
H -1.5539 8.4291 -0.8440 0.1 0.1 0.0
H 0.0658 -5.1156 -3.6052 0.0 0.1 0.1
H 2.1182 -2.1049 -1.0200 0.6 0.8 0.5
H 0.5458 5.1508 -4.1812 -0.1 0.0 -0.1
H 3.9884 -3.5393 6.4294 0.0 0.0 0.0
H 0.3692 7.1987 2.0842 0.0 0.0 0.1
H -1.6695 3.5611 -1.5155 -0.1 -0.3 0.2
H -0.1853 -2.7452 5.5085 0.0 0.0 0.2
H -0.2865 -1.7102 -0.2534 0.2 0.9 -0.4
H -4.3886 -0.6914 1.7942 -0.9 0.6 -0.1
H -2.6146 -1.9676 -4.8892 0.0 -0.1 0.1
H 0.2347 4.0543 -5.5501 0.1 0.0 0.1
H 0.5657 3.2585 -1.5188 0.2 -0.9 0.3
H 2.2105 -6.3056 6.0033 -0.1 -0.1 0.2
H 0.0337 3.4682 -3.8867 0.1 0.0 -0.1
H -2.3457 -0.4762 4.6429 -0.2 0.1 0.0
H 1.1650 -5.0332 -2.2042 0.0 0.0 -0.1
H -1.5162 6.2135 -3.1014 -0.1 0.2 0.0
H -1.4197 -3.5469 6.4983 0.1 0.1 0.1
H -3.4307 4.2488 -4.9755 0.0 0.1 0.0
H 3.8806 -6.3536 -4.1606 -0.1 0.1 -0.1
H 4.4132 6.2182 -1.4817 -0.5 -0.8 0.1
H 4.5433 -9.1995 1.3216 -0.1 -0.1 0.0
H -1.1830 -2.2443 -3.8646 0.0 0.2 -0.1
H 3.4215 -0.8194 -0.9883 -0.8 -0.3 0.4
H 2.4062 -4.6047 3.2418 -0.1 0.1 -0.1
H 3.0665 0.5416 1.9099 0.3 -1.0 -0.5
H 2.8940 -8.7119 1.7525 0.0 -0.1 0.0
H -1.2507 -1.7730 6.5550 -0.1 0.0 -0.1
H 2.5811 5.2006 0.7907 0.8 0.8 -0.1
H 4.1407 6.1419 1.1302 -0.7 0.0 -0.6
H -8.2309 -0.0960 -0.2710 0.6 0.6 0.6
```
Positions in Å, forces in eV/Å.

Properties
* energy above the lowest of the compared OMol25 structures with the same formula, charge and spin: 0.0 kJ/mol
* LUMO level: 0.409 eV
* frontier orbital gap: 7.6662 eV
* SMILES: CCOC(=O)CCCc1cc2c(cc1C[C@@H](O)CN)Sc1c(CCCOC)cccc1N2.CN(C)C=O.CN(C)C=O.CN(C)C=O.CN(C)C=O.CN(C)C=O.CN(C)C=O.CN(C)C=O
* multiplicity: 1
* charge: 0
* E_tot: -3521.1173 a.u.

Results of the Löwdin charge analysis, in e, for atoms 1 through 99: atom 1 (S): 0.970, atom 2 (O): 0.005, atom 3 (O): -0.009, atom 4 (O): 0.018, atom 5 (O): 0.011, atom 6 (O): -0.218, atom 7 (O): -0.089, atom 8 (O): 0.111, atom 9 (O): -0.001, atom 10 (O): -0.065, atom 11 (O): 0.003, atom 12 (O): 0.005, atom 13 (N): -0.201, atom 14 (N): -0.193, atom 15 (N): -0.192, atom 16 (N): 0.057, atom 17 (N): -0.197, atom 18 (N): -0.198, atom 19 (N): -0.199, atom 20 (N): -0.006, atom 21 (N): -0.195, atom 22 (C): -0.026, atom 23 (C): -0.345, atom 24 (C): -0.204, atom 25 (C): -0.059, atom 26 (C): -0.063, atom 27 (C): -0.010, atom 28 (C): -0.061, atom 29 (C): -0.225, atom 30 (C): -0.141, atom 31 (C): -0.391, atom 32 (C): -0.355, atom 33 (C): -0.038, atom 34 (C): -0.221, atom 35 (C): -0.090, atom 36 (C): -0.445, atom 37 (C): 0.026, atom 38 (C): -0.131, atom 39 (C): -0.059, atom 40 (C): -0.013, atom 41 (C): -0.348, atom 42 (C): -0.057, atom 43 (C): -0.170, atom 44 (C): -0.043, atom 45 (C): -0.356, atom 46 (C): -0.043, atom 47 (C): -0.059, atom 48 (C): -0.349, atom 49 (C): -0.039, atom 50 (C): -0.147, atom 51 (C): -0.038, atom 52 (C): -0.334, atom 53 (C): -0.151, atom 54 (C): -0.081, atom 55 (C): -0.234, atom 56 (C): -0.056, atom 57 (C): -0.158, atom 58 (C): -0.056, atom 59 (C): -0.216, atom 60 (C): -0.058, atom 61 (C): -0.210, atom 62 (C): -0.360, atom 63 (C): -0.363, atom 64 (C): -0.050, atom 65 (C): -0.043, atom 66 (C): -0.131, atom 67 (C): -0.350, atom 68 (H): 0.094, atom 69 (H): 0.092, atom 70 (H): 0.063, atom 71 (H): 0.101, atom 72 (H): 0.124, atom 73 (H): 0.096, atom 74 (H): 0.096, atom 75 (H): 0.093, atom 76 (H): 0.085, atom 77 (H): 0.090, atom 78 (H): 0.085, atom 79 (H): 0.084, atom 80 (H): 0.112, atom 81 (H): 0.082, atom 82 (H): 0.090, atom 83 (H): 0.136, atom 84 (H): 0.088, atom 85 (H): 0.121, atom 86 (H): 0.055, atom 87 (H): 0.113, atom 88 (H): 0.128, atom 89 (H): 0.107, atom 90 (H): 0.128, atom 91 (H): 0.080, atom 92 (H): 0.085, atom 93 (H): 0.092, atom 94 (H): 0.082, atom 95 (H): 0.090, atom 96 (H): 0.120, atom 97 (H): 0.141, atom 98 (H): 0.062, atom 99 (H): 0.082